Here is a molecular structure, C52H46BFN4O5P3ReS2 from the Open Molecules 2025 dataset. Energies are from ωB97M-V with the def2-TZVPD basis set.

Structure (XYZ):
```
115
Properties=species:S:1:pos:R:3:forces:R:3
Re 13.265748 11.091103 12.380770 -1.818 -3.008 0.348
O 12.210563 7.757950 12.033175 0.525 0.602 0.241
S 12.196447 9.141910 11.521494 -0.769 -0.612 -0.513
C 12.608853 9.041125 9.771491 0.397 -1.038 -1.191
C 12.489993 7.739907 9.176969 -0.453 0.236 4.110
C 12.562045 7.598615 7.851862 -0.152 -0.416 -2.792
C 12.744537 8.735491 7.080622 -0.108 1.762 2.630
C 12.856930 10.027179 7.610351 0.036 -1.368 0.439
C 12.876121 10.191331 9.019674 -0.176 -1.224 -0.184
P 13.220599 11.680457 9.968584 0.070 1.458 -0.235
C 14.833332 12.339639 9.449518 -0.012 -0.095 0.168
C 15.593912 13.000389 10.409244 1.017 0.986 0.127
C 16.914509 13.426400 10.150704 0.233 -0.088 -0.144
C 17.512125 13.142607 8.918223 -1.498 -0.257 1.615
C 16.697866 12.500710 8.002161 1.288 -0.276 -2.052
C 15.409466 12.101389 8.204890 -0.507 0.293 0.821
C 11.983759 12.843620 9.284808 -0.378 0.614 0.657
C 10.668535 12.358772 9.104144 -0.605 -1.458 -0.045
C 9.605432 13.159982 8.685808 0.228 0.073 0.547
C 9.904268 14.496323 8.453272 0.055 0.459 -0.558
C 11.172347 15.005432 8.644418 2.383 0.285 1.154
C 12.254037 14.229399 9.156444 -3.092 -1.714 -1.338
C 10.468351 9.473862 11.319627 -0.433 1.178 -0.198
C 9.781426 8.591953 10.496745 -0.365 -0.224 0.151
C 8.414195 8.750751 10.350928 -0.214 0.523 -0.696
C 7.830578 9.906696 10.892206 0.142 -1.664 -0.050
C 8.545702 10.810883 11.640418 -1.359 0.909 0.367
C 9.873045 10.614885 11.907810 1.697 -1.251 -0.280
P 10.874980 11.565244 13.132593 0.266 -1.109 -1.196
C 10.266368 10.755130 14.641997 -0.390 -0.493 -0.513
C 10.537980 11.445368 15.789620 0.643 -0.082 2.298
C 10.335841 10.860187 17.040182 -0.715 -0.902 0.261
C 9.729634 9.579742 17.142145 0.922 0.639 -0.076
C 9.400113 8.897067 15.995862 -0.266 0.693 -1.472
C 9.647736 9.489051 14.744311 0.402 0.645 1.066
C 10.194270 13.176567 12.980845 -0.989 0.996 0.288
C 8.922972 13.431092 13.544492 1.030 0.411 -0.656
C 8.347025 14.678237 13.361980 0.183 -0.081 0.298
C 9.091132 15.674628 12.766437 1.350 0.797 -1.691
C 10.419604 15.452925 12.256503 -2.009 -0.745 0.211
C 10.909177 14.165276 12.255852 0.200 -0.730 1.645
H 12.280426 6.929268 9.937568 0.334 0.720 -1.260
H 12.366098 6.713648 7.212855 0.344 0.086 1.270
H 12.727461 8.640594 6.072377 0.001 -0.234 -2.994
H 12.871123 10.806698 6.875428 0.258 0.699 0.183
H 15.230178 13.233999 11.396580 -0.354 -0.336 0.003
H 17.543697 13.922245 10.918320 -0.765 -0.374 -0.355
H 18.557816 13.324889 8.831322 0.478 0.230 -0.682
H 17.069367 12.249499 7.010694 0.353 0.133 0.167
H 14.900639 11.579909 7.416891 -0.173 -0.095 -0.130
H 10.409638 11.268106 9.271207 0.654 1.337 -0.153
H 8.559271 12.787139 8.630144 1.054 0.173 -0.143
H 9.189301 15.186770 8.040965 -0.473 -0.010 0.102
H 11.455591 16.062576 8.513411 -0.773 -0.468 -0.217
H 13.195928 14.639450 9.363011 1.057 0.497 0.214
H 10.309252 7.787639 9.997722 -0.241 0.014 0.214
H 7.812508 8.069011 9.716107 0.513 0.439 0.655
H 6.768846 9.954073 10.854275 -0.701 0.520 -0.289
H 7.963477 11.651371 12.045905 0.632 -0.308 -0.079
H 11.053458 12.387820 15.838408 0.020 0.278 -0.547
H 10.678283 11.402056 17.926614 -0.284 -0.276 -0.263
H 9.598917 9.016475 18.050055 0.038 0.463 0.551
H 8.909682 7.922825 15.997107 0.266 0.257 0.213
H 9.331220 8.927330 13.915562 -0.079 -0.476 -1.282
H 8.356566 12.699913 14.094786 0.191 -0.385 0.120
H 7.345904 14.807170 13.755925 0.037 0.413 -0.201
H 8.680341 16.644779 12.466540 -0.125 -0.263 0.762
H 10.969302 16.229293 11.766315 0.117 0.407 -0.089
H 11.920886 13.920278 11.912959 -0.545 0.256 -0.057
S 16.360602 12.643417 15.937933 0.519 -0.183 0.105
C 16.654609 11.624361 14.782742 -0.851 -1.166 -1.999
N 16.679821 10.929952 13.773382 0.491 0.968 2.244
B 12.893165 7.801889 15.689064 -0.385 -0.400 0.204
C 12.999776 9.037138 14.767414 0.401 0.933 -0.104
N 13.195239 9.991150 14.116466 0.262 -0.689 0.369
H 13.981621 7.261412 15.625238 -0.283 -0.143 -0.187
H 11.897199 7.163116 15.377762 0.485 -0.007 -0.194
H 12.716676 8.181077 16.813444 0.047 0.353 0.174
C 16.446976 9.891679 10.621049 -0.301 0.783 -1.224
P 15.353385 9.505084 11.960937 0.834 1.453 1.169
C 15.180467 7.778229 11.646009 -1.757 -0.600 -1.799
C 16.676200 9.504542 13.490944 1.026 -0.075 -1.982
C 17.988921 9.058471 12.896509 1.807 -0.587 -0.066
C 18.589522 7.851345 13.202324 -1.181 1.288 0.146
C 17.892206 6.929512 14.013445 1.663 -0.396 -0.147
C 16.713668 7.261348 14.647631 -0.907 1.596 -0.084
C 16.237905 8.579244 14.507019 -0.722 -0.565 1.663
H 16.871730 10.884949 10.698959 0.484 -0.017 0.367
H 15.736076 10.062605 9.792611 0.526 -0.699 -0.146
H 17.193380 9.112327 10.429484 -0.329 0.242 -0.086
H 16.154812 7.378762 11.835444 0.456 -0.693 0.253
H 14.927183 7.632986 10.539107 0.488 0.234 1.380
H 14.335874 7.350539 12.182840 0.497 -0.339 0.327
H 18.666566 9.686853 12.304871 -0.960 0.456 0.237
H 19.637147 7.659522 12.936302 -0.654 0.063 -0.190
H 18.529106 6.104092 14.296306 -0.691 -0.661 0.134
H 16.192293 6.547308 15.280524 0.210 0.378 0.178
H 15.552563 9.063625 15.221746 -0.009 -0.948 -0.345
F 18.665286 16.422320 12.738723 -1.062 -0.094 0.546
C 17.308607 16.334445 12.614132 1.817 -0.176 -1.062
C 16.562204 15.523120 13.354049 0.681 0.604 1.913
N 15.235209 15.306857 13.219876 -0.900 1.548 -2.990
C 14.308592 14.883657 14.229997 1.792 -2.280 0.476
C 13.809816 13.446884 14.074463 -2.120 -0.515 0.597
O 13.023790 13.011403 14.912515 0.784 0.579 -0.539
O 14.127821 12.774911 12.997659 1.027 1.220 0.408
C 14.694734 15.731050 11.972391 0.893 0.296 0.636
O 13.596782 15.406891 11.633968 -1.437 -0.229 -0.397
N 15.490465 16.559832 11.184695 -0.779 -1.141 0.020
C 16.813200 16.886642 11.380217 -0.355 0.373 0.090
O 17.354303 17.541219 10.536174 1.076 0.280 -0.276
H 16.976486 15.158712 14.255987 0.580 -0.679 0.737
H 13.500141 15.518814 14.402942 -1.536 1.148 -0.484
H 14.792084 14.888368 15.198388 0.503 0.012 0.130
H 15.294588 16.645263 10.186103 -0.727 0.052 0.518
```
Forces are in eV/Å.

HOMO (spin up / spin down)   -0.34715 / -0.38734 Eh
Total charge   +1
Relative energy (zero: lowest compared OMol25 entry of this formula, charge and spin)   66.00 kcal per mole
HOMO-LUMO gap (spin up / spin down)   6.5385 / 5.8705 eV
2S+1   4